{"formula": "C33H93Br9N18O16P4", "method": "ωB97M-V/def2-TZVPD", "species": ["C", "N", "O", "O", "H", "H", "H", "C", "N", "O", "O", "H", "H", "H", "C", "N", "O", "O", "H", "H", "H", "C", "N", "O", "O", "H", "H", "H", "C", "N", "O", "O", "H", "H", "H", "C", "N", "O", "O", "H", "H", "H", "O", "P", "N", "C", "C", "N", "C", "C", "N", "C", "C", "H", "H", "H", "H", "H", "H", "H", "H", "H", "H", "H", "H", "H", "H", "H", "H", "H", "H", "O", "P", "N", "C", "C", "N", "C", "C", "N", "C", "C", "H", "H", "H", "H", "H", "H", "H", "H", "H", "H", "H", "H", "H", "H", "H", "H", "H", "H", "O", "P", "N", "C", "C", "N", "C", "C", "N", "C", "C", "H", "H", "H", "H", "H", "H", "H", "H", "H", "H", "H", "H", "H", "H", "H", "H", "H", "H", "O", "P", "N", "C", "C", "N", "C", "C", "N", "C", "C", "H", "H", "H", "H", "H", "H", "H", "H", "H", "H", "H", "H", "H", "H", "H", "H", "H", "H", "C", "Br", "Br", "Br", "H", "C", "Br", "Br", "Br", "H", "C", "Br", "Br", "Br", "H"], "coordinates": [[0.06639, -16.30127, -17.07597], [1.00310, -15.25773, -17.65548], [1.58832, -14.51090, -16.85943], [1.08121, -15.13161, -18.87660], [-0.57127, -15.85242, -16.31437], [0.77673, -17.03182, -16.68893], [-0.53624, -16.60389, -17.93233], [18.33604, -16.30745, -26.99484], [19.20639, -15.17007, -27.52042], [20.26770, -15.39055, -28.12135], [18.74337, -14.02849, -27.25329], [17.78844, -16.06315, -26.08459], [18.96182, -17.15875, -26.72691], [17.59800, -16.59401, -27.74403], [15.13760, -7.22182, -17.32510], [15.85156, -5.92925, -16.91248], [15.20030, -4.87708, -16.68063], [17.08531, -6.07179, -16.89700], [14.15251, -6.93145, -17.69030], [15.07707, -7.79289, -16.39865], [15.74564, -7.66282, -18.11497], [13.21738, -13.98588, -13.46294], [13.18005, -15.42592, -13.24641], [12.08824, -16.02720, -13.22644], [14.22526, -15.99942, -12.96308], [13.51598, -13.86959, -14.50477], [13.98314, -13.53704, -12.83030], [12.24342, -13.55769, -13.22598], [11.80423, -15.89414, -35.47854], [11.15970, -15.30419, -34.26154], [11.89531, -15.21381, -33.29421], [9.99993, -15.00707, -34.24353], [11.10857, -16.66720, -35.80494], [12.72965, -16.32042, -35.09125], [11.95838, -15.12321, -36.23353], [5.16272, -17.03376, -11.26087], [3.89150, -17.41810, -10.56584], [3.92867, -18.35970, -9.71972], [2.90557, -16.74049, -10.80053], [5.04934, -16.01838, -11.64066], [5.36504, -17.78470, -12.02458], [5.89944, -17.16504, -10.46834], [11.57994, -13.60278, -20.47485], [11.33044, -14.90785, -21.13853], [9.74536, -15.60349, -20.86168], [9.32888, -15.94809, -19.52384], [8.60232, -15.22577, -21.71911], [12.42708, -16.19350, -20.71994], [13.85641, -16.00488, -20.40884], [11.98871, -17.57494, -20.76794], [11.45186, -14.89238, -22.85216], [11.02943, -16.10421, -23.63091], [12.25207, -13.92252, -23.63644], [8.27851, -16.23897, -19.53810], [9.47693, -15.18021, -18.76455], [9.76361, -16.88169, -19.16675], [7.75047, -15.90580, -21.72323], [8.81941, -15.03943, -22.77089], [8.31104, -14.28750, -21.24695], [14.22120, -15.04616, -20.77746], [13.92414, -16.20801, -19.34009], [14.42914, -16.77756, -20.92173], [10.90281, -17.66313, -20.80157], [12.40825, -17.89259, -21.72250], [12.39511, -18.13314, -19.92452], [11.90304, -16.51790, -24.13467], [10.63828, -16.85520, -22.94452], [10.16650, -15.82657, -24.23619], [11.89675, -12.89943, -23.51348], [12.26021, -14.12679, -24.70710], [13.31740, -13.91658, -23.40595], [7.03346, -2.70852, -24.35511], [7.09292, -3.73641, -23.26608], [7.69706, -3.12426, -21.79488], [6.90951, -2.17594, -21.02784], [9.17444, -2.84507, -21.60986], [7.87927, -5.26426, -23.51866], [8.69692, -6.01937, -22.48350], [7.67185, -5.96274, -24.77403], [5.58289, -4.37500, -22.81391], [5.36053, -5.34585, -21.69051], [4.38053, -4.02566, -23.52721], [5.84186, -2.39413, -21.05291], [7.05430, -1.13861, -21.32964], [7.12517, -2.17131, -19.95939], [9.80758, -3.47781, -22.23184], [9.53639, -3.07602, -20.60797], [9.38444, -1.81142, -21.88474], [8.51473, -7.09297, -22.53139], [9.74361, -5.91116, -22.76783], [8.52429, -5.66202, -21.46832], [7.15740, -5.29792, -25.46789], [8.56330, -6.36691, -25.25367], [6.87029, -6.69765, -24.69987], [6.30226, -5.41813, -21.14642], [4.69486, -5.04115, -20.88296], [5.18022, -6.38238, -21.97548], [3.49521, -4.29488, -22.95116], [4.40206, -4.47689, -24.51918], [4.33859, -2.94312, -23.64738], [21.28246, -21.14472, -21.92317], [22.67767, -21.24827, -21.39392], [23.63143, -19.82704, -21.42800], [25.07896, -19.76437, -21.32754], [22.97552, -18.46163, -21.34497], [23.60099, -22.25669, -22.50925], [23.67559, -23.69801, -22.29965], [23.89048, -21.79801, -23.94061], [22.89215, -21.91173, -19.82282], [24.23564, -22.23259, -19.29037], [21.76991, -22.29793, -18.92315], [25.47452, -18.89523, -21.85311], [25.61351, -20.59632, -21.78603], [25.39183, -19.70879, -20.28489], [22.11135, -18.59538, -20.69426], [22.69772, -18.08040, -22.32761], [23.59096, -17.81555, -20.71893], [23.82945, -23.89160, -21.23806], [22.90805, -24.34659, -22.72198], [24.55425, -23.99448, -22.87251], [22.99931, -21.88524, -24.56217], [24.20122, -20.75328, -23.93203], [24.62779, -22.47838, -24.36671], [24.31663, -23.30975, -19.14458], [25.00060, -21.92535, -20.00350], [24.31648, -21.68598, -18.35082], [21.00690, -22.79503, -19.52214], [21.36662, -21.37007, -18.51754], [22.16218, -22.93823, -18.13306], [4.92614, -5.20306, -14.20321], [5.19823, -6.30992, -13.29223], [3.89177, -7.45022, -13.14167], [3.94995, -8.53780, -12.19020], [2.53771, -7.09831, -13.66949], [5.39213, -5.80532, -11.66724], [6.23515, -6.53813, -10.65759], [4.46862, -4.88520, -11.08324], [6.72207, -7.09282, -13.58417], [6.80312, -8.25897, -14.42134], [7.99310, -6.30094, -13.51586], [3.65209, -8.19707, -11.19859], [5.01836, -8.75022, -12.15166], [3.45502, -9.40686, -12.62362], [1.91114, -7.98457, -13.76975], [2.51332, -6.67919, -14.67539], [2.07688, -6.42685, -12.94500], [5.62907, -7.31214, -10.18677], [7.12586, -6.98193, -11.10231], [6.72798, -5.88200, -9.94014], [4.34851, -4.03095, -11.74950], [3.58199, -5.45996, -10.81557], [4.83831, -4.34364, -10.21253], [7.79605, -8.67110, -14.60123], [6.24497, -9.08276, -13.97644], [6.41842, -8.00088, -15.40800], [7.82059, -5.37619, -12.96525], [8.34501, -5.92024, -14.47468], [8.79484, -6.89420, -13.07616], [7.55256, -25.51868, -19.79730], [7.05483, -23.58439, -19.59004], [9.27314, -25.78685, -18.85674], [7.73233, -26.14501, -21.70346], [6.86081, -26.12902, -19.21673], [7.69029, -21.53841, -28.32736], [9.63749, -21.74284, -27.83459], [7.45336, -20.49098, -29.97344], [6.75626, -20.73441, -26.77354], [7.25454, -22.53545, -28.39165], [20.28298, -14.06809, -15.01412], [22.07662, -14.97148, -14.97522], [20.33206, -12.44278, -16.12582], [19.73111, -13.63376, -13.12330], [19.57778, -14.77536, -15.45066]], "forces_ev_per_a": [[0.60, 0.57, -0.90], [0.16, 2.18, 0.01], [-0.69, -1.38, -0.83], [-0.15, -0.68, 1.35], [0.46, 0.05, 0.03], [-0.59, -0.29, 0.07], [0.22, -0.45, 0.28], [0.42, -0.64, 0.10], [-0.24, 1.87, 0.58], [-2.30, 0.14, 1.19], [1.30, -2.50, -0.89], [0.28, 0.80, -0.26], [0.20, 0.13, -0.49], [0.34, 0.19, -0.22], [-0.26, 1.43, 0.26], [0.48, 0.85, -0.40], [1.80, -2.86, -0.47], [-2.07, 1.01, 0.38], [0.09, -0.15, 0.15], [0.03, -0.20, -0.33], [-0.07, -0.08, 0.40], [0.06, 0.78, -0.31], [-0.90, -2.88, 1.91], [1.36, 1.53, -0.57], [-0.36, 0.83, -0.67], [-0.25, 0.28, 0.02], [-0.02, -0.33, -0.04], [0.10, -0.21, -0.34], [-0.36, -0.34, 0.37], [1.17, -0.14, 0.80], [0.13, 0.14, 0.06], [-0.91, 0.17, -0.69], [0.18, 0.14, -0.28], [-0.09, 0.12, -0.43], [-0.10, -0.09, 0.17], [-0.06, -0.68, 0.75], [-0.74, -1.10, 1.82], [0.08, 2.21, -2.34], [0.58, -0.67, 0.08], [0.09, -0.32, 0.06], [-0.16, 0.20, -0.07], [0.20, 0.36, -0.30], [0.24, -0.87, -0.62], [0.08, -1.59, -0.81], [1.61, -0.38, -1.43], [-0.20, -0.69, 0.46], [0.43, 1.35, 0.53], [-1.80, 1.97, 0.59], [-1.38, -0.51, -0.24], [0.54, 0.52, -0.70], [-0.53, -0.03, -0.11], [0.15, 0.96, 1.57], [-0.10, 0.17, 0.55], [-0.19, 0.47, -0.11], [0.03, 0.19, -0.07], [0.64, 0.07, 0.06], [0.33, -0.41, 0.47], [0.51, 0.03, 0.28], [-0.90, 0.29, -0.60], [-0.10, 0.09, 0.57], [0.76, 0.57, 0.14], [0.05, -0.12, -0.16], [0.23, 0.03, 0.05], [-0.11, -1.20, 0.07], [0.01, -0.18, -0.02], [-0.32, -0.01, -0.43], [0.19, -0.01, 0.03], [0.42, -0.14, -0.69], [-0.10, -0.04, 0.12], [-0.62, -0.36, 0.04], [0.14, -0.15, 0.49], [-0.10, -1.81, 0.80], [-0.41, -1.10, 1.02], [1.73, -0.70, 0.19], [-0.69, 0.20, 0.21], [-0.88, -0.50, -0.83], [1.32, 0.78, 1.29], [-0.37, 0.94, -1.48], [-1.30, 0.77, -0.13], [-0.70, -0.09, 1.33], [2.24, 0.59, -0.28], [0.14, 0.85, -0.29], [0.01, -0.12, -0.44], [0.03, 0.12, -0.40], [0.53, -0.46, 0.07], [-0.37, -0.04, -0.39], [-0.52, 0.27, 0.30], [0.08, 0.10, 0.19], [-0.52, 0.02, -0.05], [0.26, 0.10, 0.34], [-0.01, 0.10, -0.22], [0.57, 0.50, -0.25], [0.07, 0.03, 0.22], [0.32, -0.83, 0.44], [0.24, 0.04, -0.05], [-0.61, 0.40, -0.56], [-0.48, 0.11, -0.50], [0.05, -0.28, -0.16], [-0.54, -0.08, -0.09], [-0.10, 0.09, -0.26], [0.98, 0.61, 1.62], [1.51, -1.04, -1.62], [-1.10, 0.61, -0.70], [0.21, -0.20, -0.04], [-0.01, -2.08, 1.11], [-0.22, 1.16, 0.42], [0.85, 0.51, -0.48], [-1.07, -0.53, 1.90], [-0.14, -0.25, -1.29], [-1.09, 0.58, -0.61], [0.56, 0.79, -1.33], [-0.25, 0.25, 0.05], [-0.41, -0.34, 0.01], [0.21, 0.15, 0.15], [-0.51, 0.15, -0.48], [0.17, 0.19, 0.20], [0.36, 0.21, -0.60], [-0.11, -0.27, -0.19], [-0.74, 0.34, 0.18], [0.42, -0.36, 0.36], [-0.17, 0.06, 0.00], [0.18, -0.17, -0.01], [0.28, 0.25, 0.16], [0.12, -0.05, 0.24], [-0.03, -0.01, 0.23], [0.52, -0.18, 0.12], [-0.10, -0.10, 0.31], [-0.27, -0.24, 0.38], [-0.16, -0.01, -0.10], [-0.68, 0.35, -0.44], [0.58, -1.32, 2.20], [0.47, 1.24, -2.30], [1.31, 0.86, -0.70], [0.70, -0.16, 0.45], [2.95, -0.78, 0.13], [-0.17, 0.24, -1.29], [-0.17, 0.54, -0.27], [-0.02, 0.82, 1.04], [-0.72, -0.35, -0.63], [-1.28, 0.31, -0.04], [-0.50, -0.52, 0.17], [0.04, -0.53, 0.48], [-0.28, -0.02, 0.54], [0.20, -0.30, 0.36], [0.57, 0.37, 0.24], [-0.38, 0.17, -0.26], [0.23, -0.01, 0.42], [-0.44, -0.38, -0.48], [-0.77, 0.44, 0.25], [-0.88, -0.36, -0.44], [-0.67, 0.70, 0.09], [0.41, -0.66, 0.39], [0.33, 0.52, 0.45], [-0.28, -0.04, -0.25], [-0.20, -0.46, -0.29], [0.00, -0.25, 0.43], [-0.20, -0.39, -0.46], [-0.12, -0.03, 0.19], [1.07, 0.58, -0.10], [0.15, -1.51, -0.43], [-0.67, 0.06, -0.49], [-0.41, 0.65, 1.65], [-0.14, 0.23, -0.63], [0.60, 0.57, 0.83], [-1.40, 0.09, -0.55], [0.13, -0.73, 1.00], [0.39, -0.23, -0.86], [0.30, 0.31, -0.41], [0.86, 0.39, 0.73], [-1.28, 0.64, -0.09], [-0.05, -0.94, 0.63], [0.32, -0.37, -1.53], [0.15, 0.27, 0.26]], "charge": 0, "lumo_energy_ha": -0.02494, "orbital_gap_ev": 7.32, "homo_ev": -8.0}